{"formula": "C50H88F2N6O21", "method": "ωB97M-V/def2-TZVPD", "orbital_gap_ev": 10.9, "energy_ha": -4066.2864, "multiplicity": 1, "e_homo_ev": -10.635, "elements": ["C", "C", "C", "C", "N", "H", "H", "H", "H", "H", "H", "H", "C", "C", "C", "C", "N", "H", "H", "H", "H", "H", "H", "H", "C", "C", "C", "C", "N", "H", "H", "H", "H", "H", "H", "H", "C", "C", "C", "C", "N", "H", "H", "H", "H", "H", "H", "H", "C", "C", "C", "C", "N", "H", "H", "H", "H", "H", "H", "H", "C", "C", "C", "C", "N", "H", "H", "H", "H", "H", "H", "H", "C", "C", "O", "C", "O", "O", "C", "H", "H", "H", "H", "H", "H", "H", "H", "C", "C", "O", "C", "O", "O", "C", "H", "H", "H", "H", "H", "H", "H", "H", "C", "C", "O", "C", "O", "O", "C", "H", "H", "H", "H", "H", "H", "H", "H", "C", "C", "O", "C", "O", "O", "C", "H", "H", "H", "H", "H", "H", "H", "H", "C", "C", "O", "C", "O", "O", "C", "H", "H", "H", "H", "H", "H", "H", "H", "C", "C", "O", "C", "O", "O", "F", "H", "H", "H", "C", "C", "O", "C", "O", "O", "F", "H", "H", "H"], "xyz": [[-2.276918, -4.326423, 1.304933], [-1.450528, -5.281587, 2.124915], [-0.119561, -5.630373, 1.386585], [-0.473558, -6.412953, 0.173403], [-0.870658, -7.000252, -0.731432], [-2.556187, -4.863871, 0.402027], [-1.804885, -3.389816, 1.004786], [-3.247320, -4.050923, 1.725059], [-2.059237, -6.184116, 2.343851], [-1.148916, -4.907629, 3.107955], [0.444618, -6.254773, 2.114760], [0.491307, -4.749301, 1.094348], [-3.752912, -3.570880, 4.765293], [-3.937664, -2.058499, 4.659426], [-2.717520, -1.315953, 4.169264], [-1.582601, -1.464870, 5.035658], [-0.714991, -1.562573, 5.795608], [-2.741285, -3.887602, 4.491651], [-4.418664, -4.120750, 4.068696], [-3.893567, -3.828522, 5.815841], [-4.105002, -1.653526, 5.665529], [-4.693911, -1.777724, 3.930904], [-2.857320, -0.256535, 4.065334], [-2.383684, -1.698181, 3.184918], [-2.420351, -3.556409, -2.599795], [-2.113318, -2.687316, -3.805030], [-2.454626, -3.446858, -5.138307], [-1.457252, -4.490792, -5.408867], [-0.670046, -5.293403, -5.652524], [-2.040870, -4.581971, -2.726508], [-3.522051, -3.568971, -2.459564], [-2.012531, -3.196036, -1.648149], [-1.045478, -2.435719, -3.814336], [-2.698726, -1.770174, -3.766393], [-2.452882, -2.851836, -6.048571], [-3.400159, -3.967265, -5.030665], [5.068612, 1.763187, -3.592705], [5.026700, 0.286234, -3.269337], [3.888617, -0.359444, -4.037948], [2.588737, -0.096081, -3.374920], [1.613630, 0.094135, -2.850580], [5.403752, 1.821294, -4.666580], [5.725183, 2.303745, -2.922055], [4.058321, 2.094868, -3.401589], [4.810816, 0.137183, -2.216874], [5.970027, -0.200172, -3.588648], [3.930934, -1.467475, -4.048927], [3.798791, -0.069833, -5.100850], [1.798545, 4.473313, -3.375045], [1.586961, 5.423623, -4.532760], [2.895552, 5.566732, -5.357143], [3.231030, 4.339670, -6.063703], [3.515672, 3.393443, -6.643754], [0.935125, 4.580657, -2.735526], [2.699864, 4.792061, -2.858774], [1.892296, 3.431438, -3.677316], [1.340184, 6.432349, -4.203804], [0.776484, 5.068509, -5.178313], [3.790123, 5.848822, -4.750100], [2.774586, 6.369373, -6.083351], [-5.469437, -2.186899, 1.197276], [-4.493481, -1.111737, 0.752110], [-5.118629, -0.269341, -0.415925], [-6.505261, 0.212739, -0.165721], [-7.572045, 0.613896, -0.033533], [-6.435467, -1.691571, 1.461952], [-5.142306, -2.752467, 2.076306], [-5.796020, -2.971876, 0.566738], [-3.610541, -1.617716, 0.357986], [-4.272487, -0.505065, 1.614068], [-5.147945, -0.738759, -1.399638], [-4.554280, 0.654714, -0.547409], [-2.544466, 2.433975, 5.776607], [-1.301089, 2.913518, 5.007191], [-1.598695, 4.124919, 4.306110], [-0.768878, 4.626363, 3.391372], [-1.107814, 5.655890, 2.795893], [0.307320, 3.935777, 3.100492], [1.179606, 4.432912, 2.104628], [-3.368536, 2.349160, 5.111798], [-2.797038, 3.161578, 6.537919], [-2.262074, 1.513444, 6.293827], [-0.971619, 2.159547, 4.293834], [-0.542046, 3.070116, 5.746626], [0.589523, 4.827682, 1.276999], [1.802217, 3.588595, 1.798652], [1.763499, 5.264254, 2.543672], [6.687459, -4.158074, -5.533607], [5.300874, -4.765911, -5.230168], [4.528111, -3.768318, -4.534841], [3.655503, -4.338363, -3.715546], [3.435108, -5.551705, -3.617639], [2.974518, -3.518205, -2.946108], [1.893311, -4.107887, -2.236725], [7.256536, -4.653330, -6.309201], [7.256948, -4.171750, -4.613427], [6.585673, -3.105242, -5.807674], [5.362609, -5.651287, -4.595986], [4.781798, -5.029984, -6.127435], [1.078967, -4.373752, -2.979434], [1.539492, -3.346007, -1.539867], [2.319381, -5.002145, -1.803438], [3.638627, 6.479407, 4.916135], [4.553507, 5.340394, 5.335345], [3.797440, 4.148654, 5.518060], [3.672157, 3.329196, 4.493933], [3.970110, 3.620530, 3.341582], [3.029846, 2.239541, 4.904893], [2.773912, 1.269581, 3.845300], [2.905260, 6.123958, 4.178870], [4.221913, 7.300978, 4.498352], [3.101092, 6.916303, 5.775207], [5.104629, 5.500545, 6.264911], [5.342442, 5.204949, 4.596986], [2.226267, 1.772099, 3.037685], [2.167592, 0.529145, 4.354564], [3.703528, 0.815591, 3.524787], [1.457526, -3.197962, 3.545310], [2.327392, -2.505403, 4.561695], [3.442994, -1.893095, 3.858134], [4.606204, -1.645793, 4.467040], [4.871875, -1.771082, 5.641175], [5.471257, -1.265916, 3.454448], [6.745666, -0.884959, 4.090552], [0.822572, -2.412853, 3.129168], [0.663399, -3.758600, 4.024606], [1.997166, -3.837120, 2.850340], [2.770347, -3.215441, 5.258379], [1.769243, -1.694188, 5.022961], [6.538913, -0.085693, 4.817898], [7.427818, -0.529984, 3.311589], [7.251094, -1.693411, 4.568191], [-5.173746, -0.205197, -4.220941], [-4.430287, 0.107802, -5.522414], [-3.839299, 1.359759, -5.584733], [-2.836275, 1.646631, -4.728341], [-2.304441, 0.913800, -3.963934], [-2.669053, 2.982135, -4.809421], [-1.703360, 3.623585, -4.046712], [-4.448608, -0.020566, -3.438179], [-5.382695, -1.279938, -4.199881], [-6.063156, 0.433987, -4.153479], [-5.092106, -0.033955, -6.338212], [-3.667183, -0.665534, -5.616268], [-2.024272, 3.844084, -3.012891], [-1.473142, 4.539084, -4.609173], [-0.749837, 3.105484, -3.924594], [-3.426996, 4.575708, 1.093869], [-4.791558, 4.239090, 0.568968], [-5.072344, 2.972477, 1.120644], [-3.954495, 2.531935, 1.828327], [-3.855333, 1.464909, 2.384752], [-2.962075, 3.403967, 1.774412], [-4.757987, 4.111420, -0.785785], [-3.435356, 5.412301, 1.803593], [-2.678547, 4.815138, 0.374168], [-5.635432, 4.856260, 0.814083], [-1.098183, -0.545187, -1.052513], [-0.892643, 0.905939, -0.760002], [-0.454738, 0.998814, 0.551269], [-0.586909, -0.219203, 1.158543], [-0.330510, -0.436018, 2.279806], [-0.908834, -1.157564, 0.249629], [-2.157848, 1.567627, -0.805534], [-0.222251, -0.758460, -1.677163], [-2.007032, -0.829655, -1.570650], [-0.164849, 1.455025, -1.398078]], "forces_ev_per_angstrom": [[-0.9, 0.2, -0.4], [0.5, 0.2, 0.3], [-0.5, -0.8, 0.4], [0.3, 0.2, 0.5], [0.1, 0.1, 0.0], [0.1, 0.1, -0.4], [0.4, -0.1, 0.2], [0.2, -0.1, 0.4], [0.6, 0.3, -0.3], [-0.2, 0.3, -0.1], [0.0, 0.3, -0.9], [-0.5, -0.4, 0.3], [0.0, -0.2, -0.4], [0.3, 0.4, 0.2], [0.9, -0.6, -1.3], [1.5, -0.2, 1.5], [-0.7, 0.0, -0.7], [0.0, 0.2, 0.1], [0.1, 0.2, 0.7], [-0.2, -0.6, -0.3], [-0.7, 0.0, -0.4], [-0.5, 0.0, 0.5], [-0.4, 0.6, -0.2], [-0.3, 0.2, 0.2], [-0.7, -0.3, 0.3], [0.3, -0.3, -0.7], [0.7, -0.2, 0.7], [0.2, -0.2, 0.0], [-0.1, 0.2, 0.1], [-0.2, 0.2, 0.0], [0.5, -0.4, 0.0], [0.1, 0.2, -0.3], [-0.2, 0.2, -0.1], [0.1, 0.1, -0.1], [-0.3, 0.5, 0.2], [-0.4, 0.1, -0.1], [0.4, -0.6, -0.7], [0.5, -0.3, -0.5], [-1.2, -1.2, -0.3], [3.3, -0.4, -2.0], [-3.0, 0.6, 1.7], [-0.6, 0.6, 1.1], [0.3, 0.1, -0.1], [-0.3, 0.7, -0.5], [0.4, -0.2, 0.3], [-0.4, 0.1, 0.5], [0.3, 0.5, 0.1], [0.2, 0.2, 0.5], [-0.2, 0.5, -0.1], [0.9, -0.1, -0.7], [0.0, 0.4, 0.2], [0.1, 0.2, -0.1], [0.0, -0.3, 0.0], [-0.1, -0.2, 0.6], [0.0, -0.2, 0.4], [0.1, 0.0, -0.1], [-0.2, -0.1, 0.2], [0.2, 0.2, 0.0], [-0.8, -0.2, -0.1], [0.0, -0.1, -0.2], [-1.3, 0.6, 1.7], [-1.1, -1.1, -1.5], [-0.2, 0.8, 0.8], [0.7, -0.3, -0.1], [-0.1, 0.0, 0.1], [0.7, -0.3, 0.2], [0.2, 0.4, 0.1], [0.2, -0.6, -1.6], [0.3, 0.4, 0.1], [0.3, 0.4, -0.1], [0.2, -0.4, 0.2], [0.3, 0.0, -0.1], [1.4, 0.7, 0.0], [-0.6, -0.9, 0.2], [0.5, 0.1, 0.1], [-1.9, 2.1, -1.5], [0.8, -1.4, 0.9], [-0.1, -1.2, 1.2], [0.2, 0.8, -0.3], [-0.8, -0.5, -0.5], [-0.1, 0.2, 0.2], [-0.3, -0.1, -0.3], [0.0, 0.0, 0.0], [0.8, 0.3, 0.1], [0.1, -0.1, 0.0], [0.0, 0.4, 0.1], [-0.1, -0.6, -0.4], [-0.8, 0.4, 0.7], [1.5, 0.1, -0.3], [-0.3, 0.1, 0.7], [-1.4, -3.5, 0.8], [0.9, 1.6, -0.8], [0.7, 2.3, -0.7], [-0.8, -0.3, -1.0], [-0.2, -0.3, -0.1], [0.3, 0.0, 0.2], [-0.1, -0.1, -0.2], [0.1, 0.1, -0.2], [-0.4, -0.1, -0.5], [0.9, 0.1, 1.0], [0.1, -0.2, 0.0], [-0.6, -0.2, 0.6], [-0.2, 0.4, 0.6], [0.4, 0.4, -0.4], [0.4, -0.3, 1.0], [-0.7, 0.7, -1.5], [0.0, -0.8, 1.1], [0.5, -0.1, -0.7], [-0.3, 0.5, 0.7], [0.3, 0.2, 0.2], [0.0, -0.1, -0.2], [0.0, -0.4, -0.3], [-0.5, 0.2, 0.1], [-0.2, -0.3, -0.3], [0.2, -0.4, 0.2], [-0.2, -0.1, -0.2], [0.1, 0.1, -0.3], [-0.9, 0.8, 0.2], [0.9, -0.2, 0.1], [0.2, 0.1, -0.4], [-0.3, -0.6, -0.7], [-0.3, 0.2, -1.1], [0.6, -0.1, 2.4], [-0.4, 1.1, -0.9], [0.5, -0.1, -1.0], [0.3, -0.6, 0.6], [0.0, 0.3, -0.1], [-0.2, 0.2, 0.4], [0.0, -0.3, 0.5], [0.2, -0.3, -0.3], [-0.5, 0.1, -0.1], [-0.1, -0.8, 0.5], [0.5, 0.5, -0.6], [0.3, -2.4, 1.2], [0.6, 1.4, 0.0], [-1.6, 1.6, -0.4], [0.9, -1.0, 0.5], [-0.6, -1.1, -0.8], [1.3, 0.9, 0.9], [-0.3, 0.2, 0.5], [-0.4, 0.3, -0.1], [0.2, -0.4, 0.4], [-0.5, 0.4, -1.0], [0.3, 0.0, -0.2], [-0.3, 0.0, -0.5], [-0.2, -0.1, 0.5], [-0.2, -0.5, -0.3], [0.6, 1.1, 1.4], [-0.1, -1.1, -0.3], [1.2, -0.5, 1.0], [-0.1, -1.5, 0.0], [-0.6, 1.2, -0.5], [-0.6, 0.4, -0.2], [0.0, 0.0, -0.5], [-0.1, -0.3, 0.0], [0.1, 0.1, -0.9], [-0.1, 0.7, 0.1], [2.0, -0.1, -0.1], [-1.3, 2.0, -0.3], [-0.1, -0.5, 0.3], [0.4, 0.1, -1.6], [0.1, -0.1, 1.6], [-0.8, 0.0, -0.5], [1.0, -0.2, -0.1], [-0.3, -0.7, 0.0], [-0.2, 0.1, 0.4], [-0.9, -0.4, 0.2]]}